1.
Computed, not measured: a cluster of 2 separate species, C4H10N2O2 in total, with ωB97M-V/def2-TZVPD.

The lowest unoccupied orbital energy comes out at 0.5 eV. The SMILES is CC(C)(N)O.N=C=O.

```
! wB97M-V def2-TZVPD RIJCOSX def2/J DEFGRID3
* xyz 0 1
C -1.069 0.449 0.742
C -0.440 0.039 -0.800
C 0.198 -1.347 -0.741
N -1.504 0.027 -1.745
O 0.440 1.035 -1.191
H -1.585 1.388 0.529
H -1.809 -0.318 0.963
H -0.561 0.663 1.678
H -0.527 -2.082 -0.406
H 0.536 -1.613 -1.742
H 1.059 -1.371 -0.086
H -2.353 -0.404 -1.391
H -1.685 0.963 -2.104
H 1.182 1.053 -0.546
N 2.170 0.898 1.156
C 1.635 0.085 1.880
O 1.282 -0.844 2.483
H 3.030 1.380 1.323
*
```

***

2.
Computed, not measured: an isolated molecule of C7H8O2, with ωB97M-V/def2-TZVPD.

The lowest unoccupied orbital energy comes out at 0.9 eV. The SMILES is C=C1O[C@H]2C[C@@H]1[C@H]1O[C@H]12.

```
! wB97M-V def2-TZVPD RIJCOSX def2/J DEFGRID3
* xyz 0 1
C -2.443 -0.636 -0.213
C -1.213 -0.162 -0.192
O -0.625 0.484 -1.244
C 0.685 0.858 -0.866
C 0.458 1.264 0.599
C -0.186 -0.081 0.907
C 1.013 -1.017 0.538
O 0.816 -1.619 -0.709
C 1.520 -0.400 -0.682
H -3.012 -0.555 -1.152
H -2.842 -1.187 0.609
H 1.133 1.564 -1.579
H 1.385 1.343 1.215
H -0.189 2.187 0.644
H -0.701 -0.206 1.852
H 1.615 -1.551 1.295
H 2.587 -0.285 -1.022
*
```

***

3.
Computed, not measured: a cluster of 6 separate species, C24H27Br6N3O6 in total, with ωB97M-V/def2-TZVPD.

The lowest unoccupied orbital energy comes out at -0.8 eV. The SMILES is O=[N+]([O-])c1ccccc1.O=[N+]([O-])c1ccccc1.O=[N+]([O-])c1ccccc1.BrCCBr.BrCCBr.BrCCBr.

```
! wB97M-V def2-TZVPD RIJCOSX def2/J DEFGRID3
* xyz 0 1
O -0.458 -4.601 1.933
N -0.597 -5.383 1.009
O -0.094 -6.487 0.961
C -1.470 -4.995 -0.105
C -2.027 -3.738 -0.066
C -2.908 -3.345 -1.081
C -3.109 -4.175 -2.143
C -2.559 -5.471 -2.194
C -1.773 -5.891 -1.146
H -1.870 -3.047 0.751
H -3.493 -2.444 -0.953
H -3.650 -3.815 -3.011
H -2.808 -6.127 -3.014
H -1.455 -6.923 -1.081
O -0.857 1.689 1.708
N -0.765 1.840 2.902
O -0.580 0.936 3.674
C -0.945 3.184 3.433
C -1.123 4.244 2.562
C -1.339 5.527 3.004
C -1.297 5.732 4.393
C -1.017 4.725 5.302
C -0.845 3.431 4.787
H -1.021 4.122 1.488
H -1.484 6.374 2.354
H -1.529 6.716 4.789
H -0.737 4.797 6.342
H -0.488 2.653 5.452
O -0.142 8.947 -3.290
N 0.748 8.263 -3.746
O 1.463 8.540 -4.670
C 0.950 6.957 -3.084
C -0.123 6.255 -2.546
C 0.049 4.970 -2.075
C 1.373 4.471 -1.996
C 2.434 5.121 -2.625
C 2.218 6.418 -3.105
H -1.047 6.774 -2.325
H -0.666 4.482 -1.428
H 1.535 3.418 -1.788
H 3.381 4.608 -2.680
H 3.053 7.010 -3.455
Br 0.917 -2.377 -1.406
C -0.093 -1.363 -0.064
C -1.108 -0.454 -0.728
Br -0.105 1.075 -1.478
H 0.602 -0.776 0.535
H -0.480 -2.172 0.551
H -1.795 -0.034 0.001
H -1.643 -0.902 -1.558
Br 1.284 -4.680 4.813
C 2.359 -3.319 3.806
C 1.450 -2.253 3.299
Br 2.393 -0.751 2.463
H 2.965 -3.814 3.053
H 3.050 -3.009 4.587
H 0.744 -1.901 4.044
H 0.880 -2.728 2.499
Br -0.119 -6.653 -4.110
C 1.265 -5.670 -3.173
C 2.653 -5.876 -3.762
Br 4.062 -4.816 -2.942
H 1.266 -6.011 -2.140
H 0.959 -4.627 -3.151
H 2.640 -5.746 -4.840
H 2.924 -6.905 -3.536
*
```

***

4.
Computed, not measured: an isolated molecule of CHCl2NO2, with ωB97M-V/def2-TZVPD.

The lowest unoccupied orbital energy comes out at 0.0 eV. The SMILES is O=[N+]([O-])C(Cl)Cl.

```
! wB97M-V def2-TZVPD RIJCOSX def2/J DEFGRID3
* xyz 0 1
O 0.248 1.405 -1.318
N 0.261 1.028 -0.165
O 0.560 1.647 0.829
C -0.257 -0.623 0.188
Cl 0.931 -1.290 1.269
Cl -0.422 -1.570 -1.303
H -1.321 -0.598 0.499
*
```

***

5.
Computed, not measured: a structure of composition C10H14B2F4N6Pb, with ωB97M-V/def2-TZVPD.

The lowest unoccupied orbital energy (spin up / spin down) comes out at -13.4 / -13.3 eV.

```
! wB97M-V def2-TZVPD RIJCOSX def2/J DEFGRID3
* xyz 2 1
C 2.989 0.128 0.384
N 1.718 0.114 -0.088
N 1.818 0.052 -1.469
C 3.110 -0.043 -1.836
C 3.897 0.023 -0.682
B 0.584 0.176 -2.382
N -0.384 -0.966 -2.062
N -0.975 -1.107 -0.827
C -1.855 -2.125 -0.941
C -1.798 -2.668 -2.230
C -0.841 -1.907 -2.907
Pb -0.246 0.008 1.364
N -0.122 1.496 -1.977
N -0.500 1.701 -0.664
C -1.036 2.933 -0.610
C -1.000 3.523 -1.881
C -0.412 2.580 -2.712
H -1.418 3.348 0.302
H -0.158 2.588 -3.762
H -1.359 4.501 -2.129
H 0.878 0.187 -3.533
H -0.440 -1.960 -3.902
H 3.360 -0.180 -2.878
H -2.386 -3.487 -2.607
H 4.971 0.003 -0.600
H -2.513 -2.429 -0.129
H 3.216 0.215 1.432
H -2.733 -0.861 2.385
C -2.352 -1.604 3.105
H -2.988 -2.493 3.038
H -1.317 -1.897 2.878
H -2.393 -1.206 4.119
F 1.136 0.235 3.409
B 0.513 0.282 4.865
F -0.769 0.854 4.694
F 0.409 -1.057 5.224
F 1.396 1.044 5.611
*
```

***

6.
Computed, not measured: an isolated molecule of C24H30N2O7S, with ωB97M-V/def2-TZVPD.

The lowest unoccupied orbital energy comes out at 0.4 eV. The SMILES is COC(=O)c1ccc(C)c(NC(=O)[C@H](CCSC)NC(=O)c2cc(OC)c(OC)c(OC)c2)c1.

```
! wB97M-V def2-TZVPD RIJCOSX def2/J DEFGRID3
* xyz 0 1
C 1.042 5.704 -0.196
O 1.628 4.416 -0.090
C 2.893 4.300 -0.537
O 3.508 5.224 -1.011
C 3.435 2.935 -0.368
C 4.747 2.683 -0.764
C 5.291 1.429 -0.582
C 4.556 0.385 -0.025
C 5.198 -0.938 0.228
C 3.223 0.633 0.323
N 2.388 -0.355 0.883
C 2.111 -1.568 0.358
O 2.653 -2.063 -0.608
C 0.966 -2.261 1.138
C 0.939 -3.777 0.925
C 0.591 -4.199 -0.497
S 0.776 -5.997 -0.734
C 2.582 -6.110 -0.854
N -0.299 -1.652 0.766
C -0.714 -0.463 1.259
O -0.040 0.176 2.060
C -2.015 0.024 0.753
C -2.199 1.402 0.689
C -3.384 1.920 0.203
O -3.651 3.245 0.072
C -2.650 4.162 0.447
C -4.430 1.061 -0.205
O -5.525 1.726 -0.648
C -6.644 1.053 -1.181
C -4.247 -0.328 -0.104
O -5.290 -1.141 -0.472
C -5.137 -2.535 -0.374
C -3.036 -0.830 0.360
C 2.680 1.903 0.175
H 0.242 5.746 0.540
H 1.789 6.475 0.001
H 0.640 5.852 -1.201
H 5.324 3.487 -1.193
H 6.317 1.248 -0.864
H 6.276 -0.872 0.108
H 4.969 -1.284 1.235
H 4.809 -1.682 -0.467
H 1.690 0.003 1.543
H 1.117 -2.053 2.205
H 1.934 -4.153 1.172
H 0.226 -4.226 1.620
H -0.456 -4.005 -0.733
H 1.233 -3.701 -1.221
H 3.033 -5.967 0.124
H 2.939 -5.360 -1.554
H 2.809 -7.106 -1.221
H -0.785 -2.053 -0.019
H -1.394 2.036 1.020
H -2.409 4.080 1.512
H -3.068 5.147 0.246
H -1.739 4.025 -0.143
H -7.322 1.847 -1.494
H -7.136 0.427 -0.434
H -6.376 0.442 -2.045
H -6.085 -2.952 -0.708
H -4.335 -2.903 -1.023
H -4.949 -2.851 0.657
H -2.905 -1.895 0.461
H 1.663 2.085 0.487
*
```

***

7.
Computed, not measured: a cluster of 2 separate species, C4H13N2O in total, with ωB97M-V/def2-TZVPD.

The lowest unoccupied orbital energy comes out at -8.3 eV.

```
! wB97M-V def2-TZVPD RIJCOSX def2/J DEFGRID3
* xyz 1 1
N -0.060 -0.027 2.239
C 0.091 -1.100 1.301
C -1.239 -1.056 0.366
N -0.973 -0.352 -0.892
C 0.214 -0.161 -1.684
C 1.117 1.059 -1.282
O 1.569 1.158 0.102
H 0.109 -0.287 3.202
H 0.478 0.792 1.998
H 0.910 -0.881 0.623
H 0.169 -2.120 1.694
H -1.325 1.892 -0.095
H -1.886 -0.406 0.938
H -1.631 -2.062 0.161
H -1.668 0.371 -1.109
H 0.068 -0.320 -2.749
H 0.859 -0.970 -1.290
H 2.015 1.034 -1.921
H 0.612 1.976 -1.681
H 0.570 1.462 0.078
*
```

***

8.
Computed, not measured: a structure of composition C45H37B4N6O33Y, with ωB97M-V/def2-TZVPD.

The lowest unoccupied orbital energy comes out at -3.3 eV.

```
! wB97M-V def2-TZVPD RIJCOSX def2/J DEFGRID3
* xyz 0 1
N -4.676 -0.786 -4.493
H -4.820 -1.665 -4.985
H -3.979 -0.142 -4.879
H -4.690 -0.871 -3.458
H -5.568 -0.277 -4.580
Y 4.354 -0.848 0.312
O 3.506 1.224 5.166
C 2.463 0.998 4.639
O 1.262 1.056 5.179
B 0.242 0.631 4.203
O 0.997 0.582 2.907
C 2.265 0.682 3.121
O 3.201 0.491 2.368
O -0.923 1.573 4.151
C -1.963 0.854 4.557
O -3.078 1.280 4.639
C -1.564 -0.556 4.851
O -0.303 -0.701 4.457
O -2.253 -1.420 5.301
O 5.991 7.111 3.242
C 6.189 6.155 2.566
O 5.295 5.416 1.908
B 5.970 4.402 1.091
O 7.351 4.437 1.560
C 7.573 5.437 2.350
O 8.638 5.743 2.821
O 5.869 4.650 -0.364
C 5.258 3.646 -0.948
O 4.992 3.590 -2.108
C 4.942 2.577 0.178
O 5.427 3.051 1.260
O 4.427 1.484 0.012
O 2.382 -4.703 -3.099
C 1.580 -3.833 -2.935
O 0.487 -3.564 -3.596
B -0.182 -2.346 -3.096
O 0.662 -1.931 -1.947
C 1.680 -2.730 -1.841
O 2.592 -2.613 -1.049
O -1.580 -2.668 -2.703
C -2.414 -1.959 -3.452
O -3.594 -2.062 -3.589
C -1.547 -1.000 -4.318
O -0.276 -1.258 -4.043
O -1.986 -0.225 -5.113
O 2.244 -0.006 -0.148
C 1.132 0.300 -0.459
O 0.070 -0.344 -0.027
B -1.141 0.297 -0.567
O -0.591 1.425 -1.316
C 0.692 1.440 -1.369
O 1.426 2.244 -1.873
O -2.119 0.761 0.420
C -3.328 0.450 0.004
O -4.365 0.690 0.548
C -3.191 -0.460 -1.230
O -1.902 -0.496 -1.489
O -4.037 -0.998 -1.874
C -3.409 -3.557 0.217
C -2.858 -4.999 0.069
C -1.348 -4.742 -0.004
O -1.136 -3.592 0.787
C -2.176 -2.684 0.494
H -4.035 -3.461 1.110
H -4.039 -3.120 -0.557
H -3.273 -5.537 -0.783
H -3.079 -5.649 0.915
H -0.950 -4.615 -1.014
H -0.840 -5.581 0.476
H -1.945 -2.057 -0.378
H -2.182 -1.914 1.272
N 1.063 5.134 2.371
C 0.544 3.903 2.442
C -0.318 3.353 1.525
C -0.809 4.127 0.476
C -0.295 5.412 0.357
C 0.754 5.760 1.211
H 0.642 3.335 3.360
H -0.659 2.345 1.709
H -1.637 3.765 -0.119
H -0.749 6.016 -0.418
H 1.218 6.730 1.076
N -5.762 -0.498 3.447
C -5.389 -1.601 4.129
C -5.316 -2.906 3.628
C -5.824 -3.089 2.358
C -6.261 -2.007 1.638
C -6.269 -0.760 2.240
H -5.069 -1.434 5.149
H -4.999 -3.773 4.189
H -5.748 -4.045 1.848
H -6.527 -2.125 0.595
H -6.658 0.042 1.623
N 4.393 -0.820 -2.137
C 4.851 -1.832 -2.930
C 5.004 -1.762 -4.309
C 4.659 -0.572 -4.930
C 4.256 0.502 -4.171
C 4.143 0.336 -2.795
H 5.199 -2.721 -2.418
H 5.347 -2.636 -4.840
H 4.764 -0.495 -6.005
H 4.005 1.431 -4.661
H 3.593 1.146 -2.325
N -3.016 1.352 -3.813
C -3.698 2.208 -3.068
C -3.142 3.424 -2.650
C -1.902 3.755 -3.181
C -1.334 2.952 -4.170
C -1.885 1.710 -4.417
H -4.606 1.853 -2.589
H -3.692 4.002 -1.920
H -1.375 4.641 -2.854
H -0.454 3.391 -4.621
H -1.356 1.059 -5.103
N 3.233 -2.304 1.992
C 1.881 -2.433 2.014
C 1.167 -2.992 3.039
C 1.819 -3.557 4.098
C 3.201 -3.438 4.184
C 3.827 -2.871 3.091
H 1.315 -2.072 1.164
H 0.088 -3.017 2.991
H 1.265 -3.952 4.941
H 3.794 -3.871 4.974
H 4.910 -2.806 3.120
*
```

***

9.
Computed, not measured: a cluster of 2 separate species, C4H9NS in total, with ωB97M-V/def2-TZVPD.

The lowest unoccupied orbital energy comes out at 0.8 eV.

```
! wB97M-V def2-TZVPD RIJCOSX def2/J DEFGRID3
* xyz 0 1
C -2.529 -0.455 1.149
C -3.313 0.409 -0.912
C 0.739 1.202 1.127
C 1.382 -0.338 -0.997
N -2.721 0.136 0.077
S 0.470 -0.447 0.509
H -1.914 -1.336 1.319
H -3.088 1.273 -1.569
H 1.158 1.091 2.149
H 1.460 1.706 0.586
H -0.271 1.659 1.264
H 2.503 -0.384 -1.083
H 0.962 -1.124 -1.654
H 1.169 0.574 -1.502
H -2.750 0.121 2.130
*
```

***

10.
Computed, not measured: a cluster of 6 separate species, C28H74N6O8 in total, with ωB97M-V/def2-TZVPD.

The lowest unoccupied orbital energy comes out at 0.2 eV. The SMILES is COC[C@H](C)N.COC[C@H](C)N.COC[C@H](C)N.COC[C@H](C)N.COCCNCCOC.COCCNCCOC.

```
! wB97M-V def2-TZVPD RIJCOSX def2/J DEFGRID3
* xyz 0 1
C 14.594 4.130 -4.314
O 14.982 3.791 -2.984
C 14.750 4.854 -2.008
C 15.867 4.837 -0.918
C 15.737 3.578 -0.029
N 15.702 5.946 -0.008
H 13.549 4.425 -4.405
H 14.742 3.187 -4.841
H 15.160 4.974 -4.709
H 14.669 5.762 -2.606
H 13.814 4.748 -1.460
H 16.769 4.765 -1.527
H 16.520 3.557 0.729
H 15.933 2.696 -0.638
H 14.738 3.396 0.366
H 16.391 5.898 0.729
H 15.772 6.872 -0.406
C 5.744 11.196 -7.059
O 5.402 10.806 -5.763
C 5.284 9.347 -5.585
C 5.425 8.913 -4.070
C 6.824 9.061 -3.506
N 4.962 7.564 -3.771
H 5.985 12.259 -7.033
H 4.877 10.883 -7.640
H 6.509 10.546 -7.483
H 4.349 8.925 -5.953
H 6.059 8.877 -6.191
H 4.725 9.498 -3.474
H 6.928 10.056 -3.074
H 7.610 8.766 -4.202
H 7.108 8.364 -2.717
H 5.668 6.893 -4.037
H 4.818 7.541 -2.771
C 7.924 17.388 -9.413
O 6.470 17.301 -9.494
C 5.831 18.535 -9.117
C 4.258 18.181 -9.421
C 3.399 19.366 -9.058
N 3.898 16.955 -8.635
H 8.335 16.407 -9.648
H 8.338 17.807 -8.495
H 8.259 18.067 -10.197
H 6.074 18.766 -8.080
H 6.175 19.293 -9.820
H 4.220 17.891 -10.471
H 2.358 19.099 -9.244
H 3.583 20.279 -9.624
H 3.207 19.645 -8.022
H 4.472 16.256 -9.085
H 4.376 17.011 -7.747
C 11.976 12.049 -6.740
O 13.001 12.862 -6.263
C 14.017 12.036 -5.558
C 13.604 12.003 -4.076
C 13.599 13.460 -3.484
N 14.499 11.273 -3.174
H 11.823 11.226 -6.041
H 12.333 11.614 -7.673
H 11.054 12.618 -6.860
H 14.038 11.078 -6.078
H 14.984 12.461 -5.829
H 12.619 11.538 -4.104
H 13.019 14.139 -4.109
H 14.592 13.765 -3.153
H 12.992 13.389 -2.582
H 14.680 10.347 -3.534
H 15.338 11.790 -2.952
C 18.863 17.568 -0.088
O 18.981 17.014 -1.400
C 17.986 17.365 -2.398
C 18.212 18.833 -2.878
N 17.119 19.396 -3.751
C 17.080 18.622 -4.952
C 16.341 19.314 -6.019
O 16.370 18.652 -7.254
C 15.499 17.495 -7.403
H 19.112 18.628 -0.038
H 19.517 16.987 0.562
H 17.802 17.510 0.154
H 16.968 17.193 -2.048
H 18.311 16.744 -3.233
H 19.155 18.895 -3.422
H 18.156 19.626 -2.132
H 17.363 20.315 -4.090
H 16.415 17.776 -4.778
H 18.069 18.349 -5.320
H 16.748 20.318 -6.139
H 15.310 19.544 -5.752
H 15.496 16.922 -8.330
H 14.446 17.718 -7.229
H 15.655 16.703 -6.670
C 13.281 7.895 -9.655
O 14.577 8.142 -9.188
C 15.512 8.240 -10.187
C 16.843 8.780 -9.566
N 17.472 9.629 -10.576
C 18.710 10.317 -10.195
C 19.902 9.451 -10.378
O 21.106 9.975 -9.922
C 21.257 9.962 -8.520
H 13.144 6.914 -10.109
H 12.719 8.601 -10.266
H 12.634 7.844 -8.779
H 15.188 8.986 -10.913
H 15.618 7.312 -10.748
H 17.430 7.898 -9.312
H 16.656 9.148 -8.557
H 16.855 10.424 -10.659
H 18.489 10.447 -9.136
H 18.818 11.286 -10.682
H 19.950 9.268 -11.452
H 19.663 8.436 -10.059
H 21.218 8.929 -8.176
H 20.477 10.548 -8.033
H 22.234 10.382 -8.281
*
```

***

11.
Computed, not measured: a structure of composition C7H4, with ωB97M-V/def2-TZVPD.

The lowest unoccupied orbital energy comes out at -0.6 eV.

```
! wB97M-V def2-TZVPD RIJCOSX def2/J DEFGRID3
* xyz 0 1
C -0.057 1.025 -0.252
C -1.197 0.156 -0.136
C 2.188 0.172 0.170
C 1.437 -0.966 -0.143
C 1.152 1.091 0.223
C 0.172 -0.461 -0.432
C -2.534 0.208 0.064
H 3.213 0.288 0.455
H 1.751 -1.990 -0.220
H -2.998 1.165 0.202
H -3.128 -0.687 0.068
*
```

***

Number 1: calculated total energy -418.38192 hartree, F_max 3.2 eV/A. Number 2: calculated total energy -421.91592 hartree, F_max 1.9 eV/A. Number 3: calculated total energy -16990.21304 hartree, F_max 2.6 eV/A. Number 4: calculated total energy -1164.19729 hartree, F_max 1.6 eV/A. Number 5: calculated total energy -1359.47668 hartree, F_max 2.0 eV/A. Number 6: calculated total energy -1966.94181 hartree, F_max 0.6 eV/A. Number 7: calculated total energy -344.42028 hartree, F_max 5.4 eV/A. Number 8: calculated total energy -4686.96149 hartree, F_max 8.2 eV/A. Number 9: calculated total energy -610.59502 hartree, F_max 5.5 eV/A. Number 10: calculated total energy -2041.32682 hartree, F_max 3.4 eV/A. Number 11: calculated total energy -268.85349 hartree, F_max 2.7 eV/A.